1.
Below is a 2-piece molecular cluster, C6H12NO3P overall in a non-equilibrium geometry, with properties calculated with the ωB97M-V functional and the def2-TZVPD basis.

Bonds (Å) are listed after each position.
Atoms and positions in Å:
1 C -1.0097 -1.1205 0.2167  C2 1.514, C4 1.307, H13 1.116
2 C -0.5430 -2.0221 1.3394  C1 1.514, O9 1.370, H14 1.149, H15 1.138
3 C -1.5588 0.5452 2.0657  C4 1.571, O10 1.412, H16 1.044, H17 1.092
4 C -1.3264 0.0950 0.5784  C1 1.307, C3 1.571, H18 1.100
5 C 1.3823 1.7411 -0.6886  C6 1.424, H19 1.144, H20 1.151, H21 1.057
6 C 0.8407 0.7015 -1.4971  C5 1.424, N7 1.277, P11 1.852
7 N 1.2467 -0.5009 -1.3590  C6 1.277, O8 1.383
8 O 2.1670 -0.7086 -0.3470  N7 1.383, H12 0.975
9 O -0.3553 -1.3513 2.5187  C2 1.370, O10 1.457
10 O -1.5512 -0.6040 2.8859  C3 1.412, O9 1.457
11 P -0.4016 0.8489 -2.8627  C6 1.852, H22 1.391, H23 1.522
12 H 2.4257 -1.6406 -0.4718  O8 0.975
13 H -0.8960 -1.4551 -0.8416  C1 1.116
14 H -1.2943 -2.8904 1.3671  C2 1.149
15 H 0.4790 -2.3989 1.0087  C2 1.138
16 H -0.7728 1.1580 2.3767  C3 1.044
17 H -2.5436 0.9592 2.2915  C3 1.092
18 H -1.5049 0.8777 -0.1737  C4 1.100
19 H 0.8252 1.6474 0.3057  C5 1.144
20 H 1.2750 2.8411 -1.0085  C5 1.151
21 H 2.3960 1.4775 -0.5446  C5 1.057
22 H 0.2769 1.9043 -3.4635  P11 1.391
23 H 0.4433 -0.1045 -3.6965  P11 1.522

Its molar mass is 177.1 g/mol. As for the SMILES: C/C(P)=N\O.C1=CCOOC1. The calculation puts the LUMO energy at 0.683 eV. The total charge is 0. The maximum force comes out at 0.07864 hartree/bohr.

These are the Löwdin partial charges, in e, on atoms 1 to 2:
1 C -0.113
2 C -0.238


2.
Below is the molecule C6H12O, with properties calculated with the ωB97M-V functional and the def2-TZVPD basis.

Bonds (Å) are listed after each position.
Atoms and positions in Å:
1 C 2.7576 0.7474 0.3433  C2 1.516, H8 1.094, H9 1.094, H10 1.093
2 C 1.7686 -0.2572 -0.2144  C1 1.516, O3 1.409, H11 1.102, H12 1.101
3 O 0.5440 0.0214 0.4253  C2 1.409, C4 1.393
4 C -0.4677 -0.9236 0.2747  O3 1.393, C5 1.490, C6 1.507, H13 1.092
5 C -1.6572 -0.6623 1.1332  C4 1.490, C6 1.512, H14 1.088, H15 1.085
6 C -1.7670 -0.5088 -0.3665  C4 1.507, C5 1.512, C7 1.510, H16 1.089
7 C -1.9137 0.8638 -0.9783  C6 1.510, H17 1.096, H18 1.096, H19 1.094
8 H 2.7890 0.6517 1.4329  C1 1.094
9 H 2.4307 1.7638 0.1035  C1 1.094
10 H 3.7633 0.5947 -0.0576  C1 1.093
11 H 2.0856 -1.2877 0.0144  C2 1.102
12 H 1.6837 -0.1729 -1.3090  C2 1.101
13 H -0.1183 -1.9489 0.1376  C4 1.092
14 H -1.5919 0.2565 1.7116  C5 1.088
15 H -2.1525 -1.4881 1.6342  C5 1.085
16 H -2.3126 -1.3039 -0.8728  C6 1.089
17 H -1.7329 0.8324 -2.0587  C7 1.096
18 H -2.9196 1.2667 -0.8155  C7 1.096
19 H -1.1889 1.5552 -0.5377  C7 1.094

Its molar mass is 100.2 g/mol. As for the SMILES: CCO[C@H]1C[C@H]1C. The calculation puts the LUMO energy at 1.171 eV. The total charge is 0. The maximum force comes out at 0.00446 hartree/bohr.

These are the Löwdin partial charges, in e, on atoms 1 to 2:
1 C -0.077
2 C -0.277


Result set for energy relative to the best compared isomer or geometry (same formula, charge and spin): 93.8 35.2 kcal per mole, one per record in the order listed.